Density functional theory data (ωB97M-V/def2-TZVPD) for 4 unconnected molecules or ions with the total composition CH10O3S at a distorted geometry.

XYZ file:
```
15
Properties=species:S:1:pos:R:3:forces:R:3
C -3.159 1.546 -0.409 0.507 -1.082 0.080
S -4.144 0.022 -0.583 -0.526 -0.055 0.627
H -3.194 1.904 0.606 -0.257 -0.030 0.378
H -2.110 1.382 -0.639 -0.068 -0.011 -0.213
H -3.612 2.239 -1.061 -0.126 1.045 -0.684
H -3.372 -0.767 -1.319 0.471 0.135 -0.187
O 4.014 1.146 1.634 -0.185 0.184 -0.578
H 4.653 0.636 2.132 -0.011 0.140 0.396
H 3.620 1.828 2.190 0.230 -0.297 0.170
O -1.983 -6.319 -0.389 0.513 0.002 -0.111
H -1.452 -7.069 -0.681 -0.254 -0.096 0.030
H -1.323 -5.615 -0.358 -0.258 0.094 0.081
O 3.853 3.412 -0.407 0.416 -0.708 0.032
H 3.728 2.618 -0.945 -0.339 0.316 -0.179
H 4.481 3.036 0.228 -0.113 0.363 0.157
```
Positions in Å, forces in eV/Å.

E_LUMO ... 0.626 eV
Energy above the lowest of the compared OMol25 structures with the same formula, charge and spin ... 15.71 kcal per mole
Max |F| ... 1.26 eV/A
Electronic energy ... -18176.4374 eV
SMILES ... CS.O.O.O